# 1
{
  "formula": "C4H9N2O",
  "method": "wB97M-V/def2-TZVPD",
  "elements": ["C", "N", "C", "C", "N", "C", "O", "H", "H", "H", "H", "H", "H", "H", "H", "H"],
  "positions_angstrom": [[-1.63069, 0.02546, 0.07680], [-0.53318, -0.93064, -0.08865], [0.64131, -0.31559, 0.54564], [1.40708, 1.16267, -0.34052], [2.65456, 0.58968, -0.61626], [2.80658, -0.50589, -0.08003], [1.68977, -1.17778, 0.45104], [-1.33985, 0.96450, -0.40187], [-2.62792, -0.34992, -0.36058], [-1.60273, 0.10615, 1.19427], [-0.26869, -1.06646, -1.13390], [-0.60243, -1.87232, 0.42035], [0.39862, -0.08308, 1.52634], [0.92594, 1.53474, -1.24002], [1.34485, 1.94421, 0.44096], [3.64824, -1.20127, -0.21975]],
  "atomic_forces_ev_per_a": [[-1.9, -0.6, 0.8], [1.5, -1.6, -2.1], [2.2, 2.5, -3.1], [-1.9, -1.5, 1.8], [0.5, 1.7, 0.4], [0.3, -2.8, -0.9], [0.8, -0.1, 0.5], [-0.1, -0.2, 0.2], [1.7, 0.5, 0.9], [-1.1, 0.6, -1.0], [-0.7, -0.2, 2.1], [-0.6, 1.3, -1.3], [-0.5, 0.5, 1.9], [-0.4, -0.3, -0.1], [0.6, -0.4, -0.5], [-0.3, 0.6, 0.4]],
  "lowdin_charge": [-0.005, 0.008, -0.251, -0.033, 0.074, -0.139, -0.004, 0.102, 0.145, 0.123, 0.235, 0.228, 0.127, 0.105, 0.124, 0.162],
  "smiles": "C[NH2+][C@@H]1CN=CO1",
  "e_tot_ha": -342.2379,
  "e_homo_ev": -14.70,
  "orbital_gap_ev": 11.15,
  "e_above_lowest_kj_mol": 313.51,
  "largest_force_ev_per_a": 4.52,
  "total_charge": 1
}

***

# 2
{
  "formula": "C28H33N4OPdS3Si",
  "method": "wB97M-V/def2-TZVPD",
  "elements": ["Pd", "C", "S", "C", "S", "N", "N", "C", "C", "C", "C", "C", "C", "N", "H", "H", "H", "H", "H", "H", "H", "H", "C", "C", "C", "C", "C", "C", "C", "C", "S", "C", "N", "C", "C", "C", "C", "C", "C", "C", "C", "H", "H", "H", "H", "H", "H", "H", "H", "H", "H", "H", "H", "H", "H", "H", "H", "C", "Si", "C", "C", "O", "H", "H", "H", "H", "H", "H", "H", "H", "H"],
  "positions_angstrom": [[-0.00647, 0.18285, 0.04766], [1.13462, -0.92840, 5.16969], [-0.60278, -1.05673, 4.64251], [-0.37681, -0.85594, 2.90077], [0.02521, 0.75882, 2.42924], [-0.54648, -1.86055, 2.13575], [-0.37508, -1.64104, 0.81319], [-0.52136, -2.60802, 0.00443], [-0.28683, -2.40644, -1.40660], [-0.45511, -3.42249, -2.33321], [-0.26367, -3.15028, -3.67832], [0.11215, -1.87500, -4.06074], [0.29050, -0.91800, -3.07104], [0.08875, -1.17794, -1.79073], [1.12699, -0.81013, 6.25000], [1.60032, -0.06448, 4.70524], [1.66311, -1.83883, 4.89852], [-0.82915, -3.56866, 0.40345], [-0.73671, -4.40825, -1.98649], [-0.40529, -3.92441, -4.42022], [0.26461, -1.62341, -5.10010], [0.60096, 0.09100, -3.31497], [-4.23321, 3.59706, -1.78563], [-3.35292, 4.66592, -2.42490], [-3.69068, 4.73351, -3.92247], [-3.65222, 6.01488, -1.75556], [-1.86805, 4.35167, -2.26455], [-0.93104, 5.21996, -2.86142], [0.42689, 5.02672, -2.77058], [0.87920, 3.91504, -2.06865], [2.51103, 3.37837, -1.80039], [1.91437, 2.01304, -0.95262], [0.60841, 1.96255, -0.85153], [-0.02565, 3.03284, -1.47700], [-1.40287, 3.25200, -1.56165], [2.71013, 0.93232, -0.40554], [4.10038, 0.88378, -0.45529], [4.76382, -0.20670, 0.07817], [4.04028, -1.22757, 0.67946], [2.64998, -1.17324, 0.73859], [1.98158, -0.10044, 0.18387], [-5.28336, 3.84381, -1.94548], [-4.06369, 3.54042, -0.70994], [-4.05011, 2.61751, -2.22928], [-4.75440, 4.93669, -4.05518], [-3.45988, 3.78177, -4.40597], [-3.13484, 5.51962, -4.43428], [-4.71684, 6.24134, -1.83249], [-3.10011, 6.82976, -2.22612], [-3.38317, 5.98630, -0.69811], [-1.28559, 6.08040, -3.41307], [1.12119, 5.71251, -3.23737], [-2.05807, 2.54319, -1.07099], [4.65228, 1.70183, -0.90326], [5.84296, -0.26005, 0.03438], [4.55660, -2.07528, 1.11025], [2.11880, -1.98071, 1.22591], [-3.74722, -2.10581, -0.68249], [-3.34198, -0.26029, -0.92033], [-3.14978, -0.04743, -2.79233], [-4.88773, 0.55769, -0.20453], [-2.05542, 0.28028, -0.12525], [-4.69577, -2.32151, -1.17866], [-3.84609, -2.34318, 0.37960], [-2.97817, -2.74970, -1.12018], [-4.11019, -0.09601, -3.31098], [-2.51380, -0.83764, -3.20287], [-2.67996, 0.91002, -3.03785], [-5.70058, 0.53597, -0.93532], [-4.69792, 1.59123, 0.07828], [-5.19545, 0.00652, 0.68546]],
  "atomic_forces_ev_per_a": [[0.2, -1.1, 0.8], [0.0, -0.1, -0.2], [0.0, 0.1, 0.1], [0.2, 0.5, 0.0], [-0.1, -0.1, -1.8], [-0.3, -1.0, 0.5], [0.1, 1.4, -0.3], [-0.2, -0.5, 0.2], [0.0, -0.1, -0.7], [0.0, -0.2, 0.3], [0.0, 0.0, -0.1], [0.0, -0.2, 0.1], [0.1, 0.3, -0.1], [-0.2, 0.7, 0.6], [0.0, 0.0, 0.0], [0.1, 0.0, 0.1], [0.0, 0.0, 0.1], [0.0, 0.0, 0.0], [0.0, 0.0, -0.1], [0.0, 0.0, 0.0], [0.0, 0.0, 0.0], [-0.1, 0.0, 0.0], [0.1, 0.1, 0.0], [0.0, 0.0, 0.0], [0.0, 0.0, 0.0], [0.0, 0.0, 0.0], [0.1, -0.1, 0.0], [0.0, 0.1, 0.0], [0.1, 0.0, 0.0], [0.0, -0.2, 0.1], [-0.1, 0.0, 0.0], [0.1, 0.3, -0.2], [-0.1, -0.5, 0.4], [-0.1, 0.1, -0.1], [0.0, 0.0, 0.0], [0.1, 0.0, 0.1], [0.0, 0.0, 0.0], [0.1, 0.0, 0.0], [-0.1, 0.1, -0.1], [-0.1, -0.2, 0.1], [0.0, 0.3, 0.2], [0.0, 0.0, 0.0], [0.0, 0.0, 0.0], [0.0, 0.0, 0.1], [0.0, 0.0, 0.0], [0.0, 0.0, 0.0], [0.0, 0.0, 0.0], [0.0, 0.0, 0.0], [0.0, 0.0, 0.0], [0.0, 0.0, 0.0], [0.0, 0.0, 0.0], [0.0, 0.0, 0.0], [0.0, 0.0, 0.0], [0.0, 0.0, 0.0], [0.0, 0.0, 0.0], [0.0, 0.0, 0.0], [0.0, 0.0, 0.0], [0.5, 0.3, 0.0], [-0.8, -0.4, 0.1], [0.0, 0.2, 0.2], [0.4, 0.0, -0.4], [0.6, 0.4, 0.2], [0.0, -0.1, 0.0], [0.0, -0.1, 0.0], [-0.2, -0.1, 0.0], [0.0, 0.0, 0.0], [0.0, 0.0, 0.0], [0.0, 0.0, 0.0], [-0.1, 0.0, 0.1], [-0.1, 0.0, 0.0], [0.0, 0.0, 0.0]],
  "lowdin_charge": [1.058, -0.369, 0.864, -1.061, 0.779, -0.008, -0.130, -0.033, -0.259, 0.016, -0.014, -0.015, -0.086, 0.077, 0.042, 0.019, 0.041, 0.161, 0.132, 0.126, 0.123, 0.129, -0.062, -0.555, -0.037, -0.035, -0.145, -0.014, -0.059, -0.443, 1.177, -0.530, -0.011, -0.256, 0.058, -0.249, -0.025, -0.057, -0.053, -0.091, -0.214, 0.100, 0.085, 0.067, 0.091, 0.091, 0.078, 0.091, 0.081, 0.094, 0.116, 0.118, 0.092, 0.109, 0.115, 0.114, 0.096, -0.169, 0.246, -0.160, -0.161, -0.479, 0.039, 0.033, -0.005, 0.038, 0.005, 0.011, 0.037, 0.005, 0.031],
  "e_tot_ha": -2992.8080,
  "e_homo_ev": [-11.31, -11.31],
  "orbital_gap_ev": [6.38, 6.38],
  "e_above_lowest_kj_mol": 0.00,
  "largest_force_ev_per_a": 1.83,
  "total_charge": 1
}

***

# 3
{
  "formula": "C32H51AgN4SbSi3",
  "method": "wB97M-V/def2-TZVPD",
  "elements": ["Ag", "C", "Sb", "C", "C", "C", "C", "C", "C", "N", "Si", "C", "C", "C", "C", "C", "C", "C", "C", "C", "N", "Si", "C", "C", "C", "Si", "C", "C", "C", "H", "H", "H", "H", "H", "H", "H", "H", "H", "H", "H", "H", "H", "H", "H", "H", "H", "H", "H", "H", "H", "H", "H", "H", "H", "H", "H", "H", "H", "H", "H", "H", "H", "H", "H", "H", "H", "H", "C", "C", "C", "C", "C", "C", "C", "H", "H", "H", "H", "H", "H", "H", "C", "N", "C", "C", "N", "H", "H", "H", "H", "H", "H"],
  "positions_angstrom": [[-0.90007, -0.42984, 0.99513], [3.24249, 0.86596, -1.15426], [1.08395, 0.51119, -1.04654], [1.27893, -0.92902, 0.55085], [1.84981, -0.54684, 1.82716], [3.18153, -0.83118, 2.21119], [3.63342, -0.48086, 3.46453], [2.76985, 0.16183, 4.34725], [1.47581, 0.39330, 3.91149], [1.01806, 0.04498, 2.71685], [1.74003, -2.54982, -0.19905], [1.69904, -3.87991, 1.15302], [0.46471, -2.98956, -1.53131], [3.41112, -2.81772, -1.09645], [0.63680, 2.79723, -0.72142], [-0.57184, 2.90510, 0.14930], [-1.61388, 3.82237, -0.05782], [-2.64111, 3.91399, 0.86032], [-2.61825, 3.10971, 1.99326], [-1.55902, 2.23185, 2.12875], [-0.58274, 2.11711, 1.23036], [1.96125, 3.80899, 0.18612], [3.41411, 4.32361, -0.92039], [2.62861, 3.03767, 1.76707], [1.18317, 5.45377, 0.75046], [0.32655, 3.30891, -2.51802], [0.21063, 5.18985, -2.82042], [-1.26597, 2.50679, -3.16304], [1.70756, 2.75636, -3.69320], [3.71763, -0.08041, -1.41086], [3.61845, 1.19095, -0.18425], [3.49167, 1.60665, -1.91438], [3.83232, -1.31959, 1.49607], [4.65539, -0.69371, 3.75857], [3.08720, 0.46000, 5.33752], [0.75853, 0.87141, 4.57602], [0.74064, -3.83942, 1.67336], [2.48406, -3.72477, 1.89827], [1.82248, -4.88128, 0.73091], [-0.54743, -2.76412, -1.18986], [0.50932, -4.05234, -1.78720], [0.64052, -2.41975, -2.44778], [4.27543, -2.60066, -0.46193], [3.48239, -2.19250, -1.99034], [3.48784, -3.86037, -1.41590], [-1.59614, 4.47951, -0.91716], [-3.45101, 4.61759, 0.70877], [-3.39831, 3.16480, 2.74003], [-1.46049, 1.59182, 3.00131], [3.99428, 3.46979, -1.27149], [4.08729, 4.96998, -0.35163], [3.07453, 4.88457, -1.79483], [3.26149, 2.16676, 1.58630], [1.79813, 2.70805, 2.38904], [3.21222, 3.76866, 2.33279], [0.77116, 6.02204, -0.08691], [1.92689, 6.08218, 1.24673], [0.37045, 5.27466, 1.45908], [-0.79431, 5.58213, -2.64694], [0.47824, 5.41449, -3.85524], [0.89819, 5.73954, -2.17491], [-2.11439, 2.68924, -2.50162], [-1.13502, 1.42511, -3.23509], [-1.52413, 2.88706, -4.15456], [2.66917, 3.19697, -3.41791], [1.47415, 3.07757, -4.71090], [1.81992, 1.67088, -3.70039], [-3.13661, -0.59703, 0.20989], [-3.27245, -1.92290, -0.31805], [-3.50464, -3.04368, 0.72131], [-3.74150, -4.52013, 0.22776], [-3.46368, -4.68368, -1.23905], [-3.21317, -3.65245, -2.05373], [-3.14837, -2.28442, -1.62279], [-3.75930, -0.41430, 1.08961], [-3.28308, 0.17736, -0.54189], [-4.38111, -2.75004, 1.31003], [-2.88525, -5.16050, 1.97189], [-3.54807, -5.69529, -1.61887], [-3.07114, -3.85317, -3.11119], [-2.95913, -1.51251, -2.36004], [-1.62421, -5.82757, 0.53283], [-2.96205, -5.50060, 1.02224], [-5.22508, -4.85845, 0.45498], [-2.36851, -2.93728, 1.63021], [-1.46852, -2.70022, 2.30536], [-1.70020, -6.51783, -0.30711], [-1.08033, -6.33185, 1.33245], [-1.03703, -4.95844, 0.21587], [-5.41294, -5.87064, 0.09932], [-5.85935, -4.16471, -0.10312], [-5.47755, -4.80897, 1.51829]],
  "atomic_forces_ev_per_a": [[-0.7, -0.5, -0.7], [-0.1, 0.2, -0.1], [0.7, 0.0, -0.1], [0.1, 0.6, -0.4], [0.2, 0.0, 0.3], [-0.1, 0.1, -0.1], [0.0, 0.0, 0.1], [0.1, 0.0, 0.0], [0.1, 0.0, 0.1], [0.1, 0.0, 0.2], [-0.5, -0.5, -0.1], [0.0, 0.2, -0.1], [0.1, 0.0, 0.2], [-0.1, 0.3, 0.2], [0.1, -0.4, -0.1], [-0.2, 0.0, 0.1], [0.1, 0.0, 0.0], [0.0, -0.1, 0.1], [0.0, 0.1, -0.1], [0.1, 0.1, 0.0], [0.0, 0.4, 0.2], [0.2, 0.4, 0.1], [-0.2, -0.2, 0.0], [-0.1, -0.1, -0.2], [-0.1, -0.2, -0.1], [-0.1, 0.0, -0.5], [0.0, -0.2, 0.2], [0.2, 0.1, 0.2], [0.0, 0.0, 0.3], [-0.1, 0.0, 0.0], [0.0, 0.0, 0.0], [0.0, -0.1, 0.0], [0.0, 0.0, 0.0], [0.0, 0.0, 0.0], [0.0, 0.0, 0.0], [0.0, 0.0, 0.0], [0.0, 0.0, 0.0], [0.0, 0.0, 0.0], [0.0, 0.0, 0.0], [0.0, 0.0, 0.0], [0.0, 0.0, 0.0], [0.0, 0.0, 0.0], [0.0, 0.0, 0.0], [0.0, 0.0, 0.0], [-0.1, 0.0, 0.0], [0.0, 0.0, 0.0], [0.0, 0.0, 0.0], [0.0, 0.0, 0.0], [-0.1, -0.1, 0.0], [0.0, 0.1, 0.0], [0.0, 0.0, 0.1], [0.0, 0.0, 0.0], [0.0, 0.0, 0.1], [-0.1, 0.0, 0.0], [0.0, 0.1, -0.1], [0.0, 0.0, 0.1], [0.1, -0.1, 0.0], [0.0, 0.0, 0.0], [0.0, 0.0, 0.0], [0.0, -0.1, 0.0], [0.0, 0.0, -0.1], [0.0, 0.0, 0.0], [0.0, 0.0, 0.0], [0.1, 0.0, 0.0], [0.0, 0.0, 0.0], [-0.1, 0.0, 0.0], [0.0, 0.0, 0.0], [0.2, 0.2, 0.3], [-0.1, 0.0, -0.3], [0.1, 0.1, -0.4], [-0.1, -0.1, 0.2], [0.1, -0.1, 0.0], [-0.1, -0.3, 0.0], [0.0, 0.2, 0.2], [0.1, 0.0, 0.0], [0.1, 0.0, 0.0], [0.0, 0.0, 0.0], [-0.1, -0.1, 0.1], [0.0, 0.0, 0.0], [0.0, 0.0, 0.0], [0.0, 0.0, 0.0], [0.0, 0.1, 0.0], [-0.1, 0.0, -0.2], [0.1, 0.1, -0.1], [0.1, 0.2, 0.2], [0.0, -0.5, 0.4], [0.1, 0.0, 0.0], [0.0, 0.0, 0.0], [0.0, 0.0, 0.0], [0.0, 0.0, 0.0], [0.0, 0.0, 0.1], [0.0, 0.0, 0.0]],
  "lowdin_charge": [0.674, -0.313, 1.383, -0.596, -0.449, -0.061, -0.093, -0.101, -0.180, 0.057, 0.361, -0.183, -0.208, -0.202, -0.529, -0.448, -0.061, -0.068, -0.074, -0.166, 0.033, 0.479, -0.176, -0.161, -0.167, 0.416, -0.179, -0.180, -0.200, -0.022, -0.016, -0.031, 0.092, 0.097, 0.085, 0.098, -0.007, 0.019, 0.023, -0.001, 0.028, 0.010, 0.012, 0.009, 0.020, 0.084, 0.103, 0.095, 0.095, 0.006, 0.030, 0.015, 0.013, 0.014, 0.034, 0.013, 0.028, 0.029, 0.022, 0.026, 0.000, 0.020, 0.009, 0.028, 0.014, 0.029, 0.001, -0.172, -0.337, -0.163, -0.476, -0.099, -0.111, -0.111, 0.022, 0.023, 0.143, 0.088, 0.103, 0.098, 0.099, -0.122, -0.061, -0.046, -0.223, 0.166, 0.069, 0.080, 0.059, 0.075, 0.089, 0.078],
  "e_tot_ha": -2724.7182,
  "e_homo_ev": -3.47,
  "orbital_gap_ev": 6.13,
  "e_above_lowest_kj_mol": 76.44,
  "largest_force_ev_per_a": 1.16,
  "total_charge": -1
}